This record from OMol25 describes 2 unconnected molecules or ions with the total composition CH3N2O2. The level of theory is the ωB97M-V functional and the def2-TZVPD basis.

The geometry in ORCA input format:
```
! wB97M-V def2-TZVPD RIJCOSX def2/J DEFGRID3
* xyz 1 1
C -0.113 0.169 -0.591
N 1.329 -0.432 0.746
N -1.321 -0.158 -0.061
O -0.960 1.186 -0.033
O -2.185 -0.729 0.375
H 0.003 -0.100 -1.594
H 1.989 -0.375 -0.033
H 1.258 0.437 1.192
*
```

As for the orbital gap: 9.15 eV. The calculated total energy comes out at -299.297458 a.u. Its relative energy (zero: lowest compared OMol25 entry of this formula, charge and spin) is 659.5 kJ/mol. The calculation puts the highest occupied orbital energy at -17.17 eV. As for the largest force on an atom: 5.69 eV Å⁻¹.

Here is what Mulliken gives for the atomic charges, in e: C 0.12; N -0.42; N 0.71; O -0.17; O -0.24; H 0.38; H 0.31; H 0.31

---

This record from OMol25 describes a molecular structure, C8H11NPSTl. The level of theory is the ωB97M-V functional and the def2-TZVPD basis.

The geometry in ORCA input format:
```
! wB97M-V def2-TZVPD RIJCOSX def2/J DEFGRID3
* xyz 0 1
C -1.071 0.611 -2.192
C -1.091 1.940 -2.601
C -0.035 2.668 -1.978
C 0.735 1.806 -1.145
C 0.227 0.518 -1.179
Tl -2.257 -1.893 0.393
P 0.123 -3.270 -0.203
H -1.710 -0.229 -2.474
H -1.811 2.368 -3.300
H 0.164 3.729 -2.121
H 0.601 -0.394 -0.717
H 1.603 2.113 -0.561
H 1.277 -2.678 -0.833
H -0.125 -4.328 -1.141
H 0.767 -4.032 0.836
S 0.664 1.710 2.410
C 1.318 0.195 2.978
C 0.486 -0.847 2.639
N -0.647 -0.451 1.929
C -0.659 0.868 1.715
H 2.251 0.112 3.519
H 0.635 -1.903 2.854
H -1.445 1.387 1.171
*
```

As for the orbital gap (spin up / spin down): 4.65 / 4.65 eV. The calculated total energy comes out at -1278.054924 a.u. The calculation puts the highest occupied orbital energy (spin up / spin down) at -5.42 / -5.42 eV. As for the largest force on an atom: 4.42 eV Å⁻¹.

Here is what Mulliken gives for the atomic charges, in e: C -0.51; C -0.62; C -0.38; C -0.93; C -0.08; Tl 0.55; P -0.20; H 0.29; H 0.39; H 0.40; H 0.23; H 0.43; H 0.18; H 0.12; H 0.10; S -0.06; C -0.26; C -0.55; N -0.25; C 0.05; H 0.42; H 0.38; H 0.27

---

This record from OMol25 describes a molecular structure, C45H32N12O3SSn. The level of theory is the ωB97M-V functional and the def2-TZVPD basis.

The geometry in ORCA input format:
```
! wB97M-V def2-TZVPD RIJCOSX def2/J DEFGRID3
* xyz -2 1
Sn -0.086 -0.093 -0.082
C -0.079 5.541 3.745
C 1.069 5.852 3.004
C 1.336 5.215 1.800
C 0.429 4.267 1.351
C 0.402 3.372 0.186
N -0.688 2.591 0.230
C -1.391 2.888 1.339
N -2.540 2.354 1.737
C -3.115 1.337 1.114
C -4.477 0.904 1.439
C -5.426 1.360 2.344
C -6.664 0.737 2.358
C -6.955 -0.312 1.474
C -6.011 -0.758 0.561
C -4.768 -0.141 0.559
C -3.562 -0.317 -0.255
N -3.495 -1.220 -1.237
C -2.475 -1.286 -2.063
N -1.322 -0.556 -2.067
C -0.663 -0.787 -3.235
N 0.397 -0.178 -3.725
C 0.965 0.861 -3.113
N 0.575 1.462 -1.977
C 1.405 2.512 -1.730
N 1.360 3.383 -0.738
C 2.423 2.585 -2.783
C 3.492 3.440 -3.009
C 4.274 3.219 -4.133
C 3.990 2.168 -5.015
C 2.918 1.317 -4.790
C 2.139 1.540 -3.663
C -1.372 -1.824 -3.993
C -1.099 -2.451 -5.201
C -1.991 -3.416 -5.641
C -3.135 -3.735 -4.898
C -3.410 -3.096 -3.699
C -2.508 -2.140 -3.255
N -2.621 0.559 0.117
C -0.717 3.958 2.088
C -0.981 4.586 3.296
H -0.255 6.047 4.687
H 1.761 6.594 3.386
H 2.228 5.435 1.226
H -5.191 2.175 3.017
H -7.423 1.064 3.059
H -7.934 -0.778 1.508
H -6.223 -1.564 -0.131
H 3.708 4.242 -2.314
H 5.122 3.864 -4.332
H 4.622 2.019 -5.883
H 2.694 0.494 -5.456
H -0.210 -2.194 -5.762
H -1.800 -3.940 -6.571
H -3.810 -4.499 -5.266
H -4.289 -3.333 -3.113
H -1.864 4.325 3.867
N -3.299 -3.087 2.351
C -2.068 -2.661 1.838
S -1.155 -1.572 2.827
N -1.775 -3.181 0.686
N -0.588 -2.736 0.116
C 0.079 -3.664 -0.451
C 1.347 -3.554 -1.158
C 1.941 -4.765 -1.533
C 3.158 -4.834 -2.180
C 3.814 -3.634 -2.474
C 3.257 -2.425 -2.129
C 2.004 -2.327 -1.464
O 1.533 -1.155 -1.208
H -3.667 -2.426 3.017
H -3.949 -3.331 1.616
H -0.327 -4.677 -0.374
H 1.411 -5.682 -1.292
H 3.589 -5.790 -2.453
H 4.772 -3.653 -2.986
H 3.752 -1.489 -2.360
O 3.664 -0.811 1.665
C 2.770 0.048 2.173
O 2.366 0.997 1.562
C 2.217 -0.341 3.540
N 3.198 -1.162 4.265
C 4.020 -0.178 4.982
C 3.073 0.955 5.416
C 1.899 0.880 4.414
H 1.325 -0.934 3.300
H 3.810 -1.480 2.361
H 2.706 -1.752 4.925
H 4.765 0.207 4.280
H 4.555 -0.650 5.807
H 3.572 1.925 5.398
H 2.723 0.786 6.437
H 1.799 1.772 3.797
H 0.951 0.731 4.929
*
```

As for the orbital gap (spin up / spin down): 4.97 / 4.92 eV. The calculated total energy comes out at -3229.533859 a.u. Its relative energy (zero: lowest compared OMol25 entry of this formula, charge and spin) is 0.0 kJ/mol. The calculation puts the highest occupied orbital energy (spin up / spin down) at -1.19 / -1.16 eV. As for the largest force on an atom: 0.39 eV Å⁻¹.

Here is what Mulliken gives for the atomic charges, in e: Sn 1.03; C -0.58; C -0.63; C -0.09; C 0.25; C -0.29; N -0.41; C -0.01; N -0.48; C -0.21; C -0.11; C -0.09; C -0.58; C -0.67; C -0.02; C 0.48; C -0.69; N -0.40; C -0.12; N -0.16; C -0.05; N -0.46; C -0.28; N -0.36; C 0.07; N -0.50; C -0.07; C 0.03; C -0.59; C -0.71; C 0.06; C 0.02; C 0.13; C -0.21; C -0.59; C -0.64; C -0.12; C 0.12; N -0.06; C 0.01; C -0.16; H 0.38; H 0.38; H 0.52; H 0.52; H 0.37; H 0.38; H 0.55; H 0.54; H 0.37; H 0.36; H 0.55; H 0.54; H 0.38; H 0.37; H 0.54; H 0.53; N -0.58; C 0.11; S -0.42; N -1.14; N 1.36; C -1.31; C 1.27; C -0.70; C -0.80; C -0.54; C -0.72; C -0.23; O 0.36; H 0.28; H 0.27; H 0.07; H 0.32; H 0.36; H 0.38; H 0.40; O -0.50; C -0.01; O -0.46; C 1.48; N -0.70; C -0.75; C -0.60; C -0.45; H -0.41; H 0.39; H 0.30; H 0.23; H 0.47; H 0.32; H 0.26; H 0.14; H 0.39

---

This record from OMol25 describes 3 unconnected molecules or ions with the total composition CH2N4O2. The level of theory is the ωB97M-V functional and the def2-TZVPD basis.

The geometry in ORCA input format:
```
! wB97M-V def2-TZVPD RIJCOSX def2/J DEFGRID3
* xyz 0 1
C -0.266 0.211 -0.030
H -2.298 -1.267 0.864
H 0.725 2.114 0.650
N -1.362 0.638 0.022
N 0.730 1.003 -0.340
N 1.905 0.421 0.260
N 1.717 -0.933 0.100
O -2.464 -0.226 0.040
O 0.244 -1.024 -0.245
*
```

As for the orbital gap: 8.84 eV. The calculated total energy comes out at -408.454496 a.u. Its relative energy (zero: lowest compared OMol25 entry of this formula, charge and spin) is 869.2 kJ/mol. The calculation puts the highest occupied orbital energy at -9.74 eV. As for the largest force on an atom: 11.33 eV Å⁻¹.

Here is what Mulliken gives for the atomic charges, in e: C 0.48; H 0.35; H 0.41; N -0.23; N -0.23; N -0.15; N 0.00; O -0.40; O -0.24

---

This record from OMol25 describes C3H3NO2 in the gas phase. The level of theory is the ωB97M-V functional and the def2-TZVPD basis.

The geometry in ORCA input format:
```
! wB97M-V def2-TZVPD RIJCOSX def2/J DEFGRID3
* xyz 0 1
C 2.214 1.277 0.103
C 1.574 0.032 0.045
C 0.044 0.034 -0.010
N 2.729 2.309 0.016
O 3.504 -1.504 -0.069
O 2.182 -1.142 -0.061
H -0.182 0.943 0.539
H -0.627 -0.743 0.307
H -0.241 0.080 -1.010
*
```

As for the orbital gap (spin up / spin down): 9.08 / 7.83 eV. The calculated total energy comes out at -321.136483 a.u. Its relative energy (zero: lowest compared OMol25 entry of this formula, charge and spin) is 633.2 kJ/mol. The calculation puts the highest occupied orbital energy (spin up / spin down) at -10.70 / -9.54 eV. As for the largest force on an atom: 3.45 eV Å⁻¹.

Here is what Mulliken gives for the atomic charges, in e: C 0.25; C 0.58; C -1.08; N -0.31; O -0.42; O 0.00; H 0.31; H 0.37; H 0.31

---

This record from OMol25 describes a gas-phase ion, C4H5N2O2S3 (charge -1). The level of theory is the ωB97M-V functional and the def2-TZVPD basis.

The geometry in ORCA input format:
```
! wB97M-V def2-TZVPD RIJCOSX def2/J DEFGRID3
* xyz -1 1
C 0.831 -0.377 -0.587
C 4.553 -0.270 -0.884
C -0.321 -0.636 0.059
C 2.016 1.875 -0.350
N -1.464 0.098 0.385
N 1.786 0.647 -0.808
O 5.133 -1.206 -1.390
O 4.548 0.519 -0.018
S 2.816 0.038 -2.019
S 1.028 2.556 0.801
S -2.295 -0.452 1.814
H 1.301 -1.198 -1.039
H -0.623 -1.779 0.129
H 2.867 2.454 -0.566
H -1.416 1.105 0.595
H -3.525 0.178 1.426
*
```

As for the orbital gap: 6.78 eV. The calculated total energy comes out at -1609.972693 a.u. As for the SMILES: O=C([O-])SN(C=S)/C=C\NS. Its relative energy (zero: lowest compared OMol25 entry of this formula, charge and spin) is 69.8 kJ/mol. The calculation puts the highest occupied orbital energy at -4.20 eV. As for the largest force on an atom: 3.53 eV Å⁻¹.

Here is what Mulliken gives for the atomic charges, in e: C -0.35; C 0.70; C -0.29; C 0.00; N -0.34; N -0.05; O -0.61; O -0.51; S -0.38; S -0.48; S -0.21; H 0.36; H 0.30; H 0.37; H 0.36; H 0.13

---

This record from OMol25 describes 4 unconnected molecules or ions with the total composition H7O3S. The level of theory is the ωB97M-V functional and the def2-TZVPD basis.

The geometry in ORCA input format:
```
! wB97M-V def2-TZVPD RIJCOSX def2/J DEFGRID3
* xyz -1 1
S 0.380 -0.336 0.444
H 0.909 0.877 0.227
H -0.075 -2.292 -1.010
H 0.383 -3.600 -0.360
O 0.314 -3.173 -1.243
H -1.082 2.408 2.617
H 0.019 1.637 1.913
O -0.146 2.226 2.655
H -0.933 1.023 -1.417
H 0.021 1.884 -2.245
O -0.850 1.503 -2.255
*
```

As for the orbital gap: 7.56 eV. The calculated total energy comes out at -628.159600 a.u. Its relative energy (zero: lowest compared OMol25 entry of this formula, charge and spin) is 51.5 kJ/mol. The calculation puts the highest occupied orbital energy at -3.66 eV. As for the largest force on an atom: 1.23 eV Å⁻¹.

Here is what Mulliken gives for the atomic charges, in e: S -0.81; H -0.07; H 0.26; H 0.31; O -0.62; H 0.28; H 0.30; O -0.61; H 0.30; H 0.31; O -0.64

---

This record from OMol25 describes 2 unconnected molecules or ions with the total composition C3H8O. The level of theory is the ωB97M-V functional and the def2-TZVPD basis.

The geometry in ORCA input format:
```
! wB97M-V def2-TZVPD RIJCOSX def2/J DEFGRID3
* xyz 0 1
C -0.627 -1.674 -0.043
C 0.477 -0.729 0.329
C 0.202 0.434 0.896
H -1.629 -1.440 0.328
H -0.840 -1.819 -1.111
H -0.421 -2.701 0.276
H 1.443 -1.159 0.095
H 0.995 1.111 1.194
H -0.779 0.895 0.850
H 0.881 2.775 -0.494
H -0.192 1.847 -1.001
O 0.489 2.458 -1.318
*
```

As for the orbital gap: 10.92 eV. The calculated total energy comes out at -194.297853 a.u. As for the SMILES: C=CC.O. Its relative energy (zero: lowest compared OMol25 entry of this formula, charge and spin) is 100.0 kJ/mol. The calculation puts the highest occupied orbital energy at -9.88 eV. As for the largest force on an atom: 1.68 eV Å⁻¹.

Here is what Mulliken gives for the atomic charges, in e: C -1.13; C 0.35; C -1.22; H 0.32; H 0.29; H 0.31; H 0.31; H 0.32; H 0.45; H 0.33; H 0.34; O -0.66